Run A
A molecular structure, C50H35N8O3Zn. Source: the OMol25 dataset; level of theory: ωB97M-V/def2-TZVPD.

Properties
HOMO energy (Eh): -0.153
Total charge: -1
Frontier orbital gap (eV): 5.75
Lowest unoccupied orbital energy (hartree): 0.0581

Each line ends with the Löwdin charge.
Atoms and positions in Å:
Zn 0.084 0.161 0.039  0.64
O 0.984 -1.231 -1.987  0.10
O -0.621 1.226 1.686  -0.04
O 1.345 -3.289 -1.210  0.12
N -1.438 -1.246 0.040  0.09
N -1.487 -0.575 4.655  0.14
N 1.720 1.380 -0.261  0.09
N -4.245 2.918 4.156  0.09
N -2.125 2.875 1.372  0.18
N 2.351 -4.139 -3.525  0.00
N 1.207 -1.072 1.244  0.09
N -0.936 1.205 -1.450  0.08
C -2.804 -2.953 0.728  0.01
C 0.752 6.659 -2.702  -0.09
C -1.526 2.810 -2.973  0.00
C -0.489 -2.770 1.723  -0.06
C 0.537 5.462 -2.032  -0.03
C 4.566 1.026 3.370  -0.02
C -6.978 -0.282 -3.104  -0.11
C -0.822 -5.230 2.114  -0.04
C 5.724 0.112 1.481  -0.04
C -4.619 -0.699 -3.347  -0.04
C -2.240 1.518 3.354  -0.21
C 2.976 3.243 -0.723  0.00
C -2.636 -1.136 -0.590  -0.22
C 1.404 6.664 -3.928  -0.11
C -2.994 -0.138 -1.507  -0.07
C 4.529 0.490 2.085  -0.22
C -5.458 0.262 -1.319  -0.03
C -1.094 -3.712 3.958  -0.02
C -1.407 -6.079 4.288  -0.11
C 0.771 -2.183 1.881  -0.22
C -1.501 -2.329 0.855  -0.21
C 2.443 -0.784 1.722  -0.21
C 1.798 -2.655 2.792  0.01
C -1.615 1.840 2.115  -0.51
C -0.501 2.333 -2.070  -0.24
C 2.863 1.334 0.466  -0.22
C 6.935 0.266 2.145  -0.09
C 1.743 2.525 -0.988  -0.22
C -1.120 -6.301 2.947  -0.10
C 0.731 2.970 -1.847  -0.07
C 1.842 5.466 -4.477  -0.09
C -1.816 0.367 4.068  -0.21
C -2.183 0.932 -1.917  -0.23
C 3.668 2.506 0.177  0.00
C 2.832 -1.793 2.693  0.01
C 5.774 1.181 4.036  -0.08
C -0.807 -3.929 2.611  -0.21
C 1.626 4.271 -3.802  -0.03
C -4.378 -0.196 -2.072  -0.22
C -6.748 0.219 -1.829  -0.08
C 3.220 0.328 1.375  -0.06
C -3.355 2.261 3.814  -0.27
C -3.503 -2.220 -0.170  0.00
C 1.542 -2.918 -3.580  -0.16
C 0.971 4.255 -2.575  -0.22
C -2.566 1.943 -2.879  0.00
C 1.273 -2.377 -2.184  -0.52
C -1.392 -4.783 4.791  -0.08
C -5.909 -0.741 -3.862  -0.09
C 6.962 0.802 3.426  -0.11
H -3.506 1.981 -3.407  0.11
H 7.905 0.923 3.946  0.09
H 1.716 -3.523 3.427  0.11
H 3.254 4.189 -1.163  0.11
H -7.576 0.579 -1.229  0.10
H 2.353 5.462 -5.432  0.10
H 1.635 -4.120 -1.631  0.10
H 0.029 5.452 -1.074  0.12
H -4.517 -2.371 -0.508  0.11
H -3.784 -1.058 -3.937  0.12
H 3.634 1.316 3.842  0.13
H -1.640 -6.913 4.939  0.09
H 3.326 -3.913 -3.368  0.09
H 5.698 -0.306 0.481  0.12
H -6.079 -1.136 -4.856  0.10
H 5.786 1.599 5.036  0.10
H -1.818 2.900 0.412  0.08
H -3.130 -3.827 1.269  0.11
H 7.858 -0.034 1.663  0.09
H 1.959 -2.105 -4.175  0.12
H 2.296 -4.658 -4.389  0.07
H 0.565 -3.169 -3.996  0.13
H 0.409 7.589 -2.266  0.10
H -1.616 -4.605 5.836  0.10
H -1.076 -2.696 4.342  0.06
H 1.968 3.333 -4.226  0.12
H -1.128 -7.310 2.551  0.09
H -0.597 -5.391 1.066  0.12
H -7.983 -0.315 -3.505  0.09
H 4.627 2.730 0.618  0.11
H -3.045 3.223 1.582  0.08
H 3.767 -1.811 3.232  0.11
H 1.572 7.597 -4.453  0.09
H -5.273 0.650 -0.323  0.13
H -1.453 3.687 -3.597  0.11


Run B
A molecular structure, C50H35N8O3Zn. Source: the OMol25 dataset; level of theory: ωB97M-V/def2-TZVPD.

Properties
HOMO energy (Eh): -0.154
Total charge: -1
Frontier orbital gap (eV): 5.73
Lowest unoccupied orbital energy (hartree): 0.0565

Each line ends with the Löwdin charge.
Atoms and positions in Å:
Zn -0.497 0.190 0.449  0.65
O 2.929 -1.503 0.771  0.12
O 1.843 -0.289 -0.751  0.10
O -2.388 0.396 1.400  -0.04
N -0.446 -1.856 0.754  0.10
N -0.123 2.159 -0.074  0.09
N -3.118 -1.162 4.512  0.13
N 5.130 -1.712 -0.702  0.00
N -1.204 -0.151 -1.476  0.07
N -6.427 -1.967 1.598  0.09
N 0.582 0.465 2.176  0.09
N -4.078 -0.037 -0.045  0.18
C 0.131 -3.395 6.442  -0.08
C 1.572 4.051 2.695  -0.21
C -0.925 -4.090 0.604  0.01
C 3.936 -1.251 -1.403  -0.16
C -0.388 -3.877 1.825  0.01
C -3.500 -0.136 1.196  -0.51
C -0.260 4.193 -1.114  0.00
C -1.523 -2.577 -1.324  -0.07
C -3.604 -1.020 3.473  -0.23
C 1.817 -3.553 4.254  -0.04
C 2.794 -0.948 -0.436  -0.51
C 1.063 1.639 2.644  -0.22
C 1.008 2.867 1.981  -0.06
C 2.612 6.271 4.036  -0.11
C -1.203 2.166 -2.274  -0.07
C -2.219 -1.134 -3.275  0.00
C -1.436 -4.319 -3.124  -0.04
C -3.320 4.351 -4.525  -0.09
C -5.416 -1.489 1.901  -0.28
C -0.090 -2.461 1.909  -0.22
C -0.977 -2.802 -0.059  -0.22
C -2.413 4.697 -5.516  -0.11
C 0.445 3.096 0.719  -0.22
C -3.835 -5.413 -2.283  -0.08
C 1.217 -4.258 6.470  -0.11
C -3.169 -5.965 -3.368  -0.10
C -3.303 -4.317 -1.621  -0.03
C 2.757 4.645 2.271  -0.04
C 3.275 5.747 2.935  -0.09
C 0.361 4.389 0.071  0.00
C 0.796 -0.478 3.124  -0.22
C 2.059 -4.339 5.371  -0.10
C -1.624 3.047 -3.405  -0.22
C -1.967 -5.415 -3.788  -0.09
C -0.115 -2.608 5.325  -0.02
C -2.133 0.192 -3.538  0.00
C 1.430 5.686 4.467  -0.09
C -2.927 3.532 -3.476  -0.03
C 1.645 1.431 3.957  0.00
C -1.619 -1.342 -1.976  -0.24
C 1.467 0.126 4.258  0.01
C 0.913 4.585 3.800  -0.03
C -2.096 -3.759 -2.034  -0.22
C 0.468 -1.831 3.025  -0.06
C -0.722 3.399 -4.405  -0.03
C 0.733 -2.681 4.222  -0.21
C -4.200 -0.856 2.208  -0.22
C -1.488 0.802 -2.398  -0.24
C -0.561 2.780 -1.199  -0.22
C -1.112 4.219 -5.454  -0.09
H -1.270 -5.025 0.192  0.11
H 3.015 7.131 4.556  0.09
H 0.721 5.319 0.481  0.11
H -0.221 -4.600 2.606  0.11
H -3.821 -3.883 -0.775  0.13
H 2.470 -3.611 3.391  0.11
H -0.499 -3.882 -3.448  0.12
H -4.776 -5.835 -1.951  0.10
H -0.978 -1.953 5.290  0.08
H 3.569 -2.056 -2.044  0.13
H -4.843 -0.649 -0.277  0.08
H 0.292 3.022 -4.350  0.12
H -4.337 4.720 -4.565  0.10
H 5.705 -2.303 -1.285  0.08
H -0.539 -3.333 7.290  0.10
H 3.791 -1.957 0.769  0.09
H -2.719 5.337 -6.334  0.09
H -3.586 -6.821 -3.884  0.09
H -2.651 -1.903 -3.895  0.11
H -2.475 0.715 -4.417  0.11
H 0.905 6.090 5.323  0.10
H 4.073 -0.371 -2.035  0.12
H 1.403 -4.870 7.344  0.09
H -0.399 4.484 -6.224  0.10
H -0.500 4.932 -1.862  0.11
H 5.699 -0.935 -0.391  0.09
H 4.199 6.197 2.593  0.10
H 1.767 -0.391 5.155  0.11
H -0.010 4.127 4.130  0.13
H -3.630 3.260 -2.699  0.12
H -1.440 -5.839 -4.634  0.10
H 2.118 2.187 4.562  0.11
H -3.442 0.217 -0.786  0.07
H 2.908 -5.013 5.382  0.09
H 3.271 4.232 1.412  0.12


Relative to the most stable structure, the computed energies are run A 13.0; run B 0.0, all in kJ/mol.


Run A
A single C3H5N3S molecule. Source: the OMol25 dataset; level of theory: ωB97M-V/def2-TZVPD.

Properties
HOMO energy (Eh): -0.304
SMILES: NN1C=NC(=S)C1
Frontier orbital gap (eV): 8.17
Lowest unoccupied orbital energy (hartree): -0.0034

Each line ends with the natural charge from an NBO analysis.
Atoms and positions in Å:
S 1.143 -2.995 -0.659  -0.06
N -0.269 0.549 0.049  -0.24
N -0.484 1.800 0.625  -0.62
N -0.604 -1.109 -1.439  -0.53
C 0.682 -0.488 0.449  -0.33
C 0.377 -1.553 -0.589  0.05
C -0.931 0.091 -1.022  0.33
H 0.452 -0.885 1.472  0.24
H -1.675 0.704 -1.480  0.21
H -0.765 1.676 1.589  0.36
H 0.370 2.334 0.602  0.36
H 1.701 -0.124 0.405  0.24


Run B
2 unconnected molecules or ions with the total composition C3H5N3S. Source: the OMol25 dataset; level of theory: ωB97M-V/def2-TZVPD.

Properties
HOMO energy (alpha / beta) (Eh): -0.316 / -0.312
Frontier orbital gap (alpha / beta) (eV): 6.60 / 6.42
Lowest unoccupied orbital energy (alpha / beta) (hartree): -0.0738 / -0.0759

Each line ends with the natural charge from an NBO analysis.
Atoms and positions in Å:
S 1.059 1.185 0.941  0.34
N 4.380 0.371 -1.388  -0.24
N 4.089 -0.789 0.721  -0.19
N 1.078 -1.359 0.269  -0.77
C 1.584 -0.396 0.984  -0.04
C -0.633 1.292 0.052  -0.81
C 4.192 -0.100 -0.305  0.21
H -1.517 1.123 0.748  0.24
H -0.771 0.728 -0.976  0.23
H 0.375 -1.402 -0.431  0.38
H -0.588 2.457 -0.182  0.24
H 1.465 -2.353 0.547  0.41


Relative to the most stable structure, the computed energies are run A 0.0; run B 458.7, all in kJ/mol.


Run A
A molecular structure, C3H4O2Y. Source: the OMol25 dataset; level of theory: ωB97M-V/def2-TZVPD.

Properties
HOMO energy (alpha / beta) (Eh): -0.596 / -0.596
Total charge: +2
Frontier orbital gap (alpha / beta) (eV): 5.53 / 5.45
Spin multiplicity: 2
Lowest unoccupied orbital energy (alpha / beta) (hartree): -0.3926 / -0.3957

Each line ends with the Löwdin spin population.
Atoms and positions in Å:
Y 1.203 -3.961 -0.115  0.96
O 0.621 -1.596 0.044  0.02
O 0.139 1.189 1.457  0.00
C -0.258 0.656 0.299  0.00
C -0.344 -0.844 0.170  0.02
C 0.090 1.141 -0.916  0.00
H -0.349 0.699 -1.811  0.00
H 0.710 2.034 -1.011  0.00
H -0.441 1.926 1.694  0.00
H -1.372 -1.243 0.190  0.00


Run B
A molecular structure, C3H4O2Y. Source: the OMol25 dataset; level of theory: ωB97M-V/def2-TZVPD.

Properties
HOMO energy (alpha / beta) (Eh): -0.660 / -0.659
Total charge: +2
Frontier orbital gap (alpha / beta) (eV): 7.05 / 7.00
Spin multiplicity: 2
Lowest unoccupied orbital energy (alpha / beta) (hartree): -0.4012 / -0.4014

Each line ends with the Löwdin spin population.
Atoms and positions in Å:
Y -1.852 -0.660 0.547  0.03
O 0.946 0.688 -0.116  0.11
O -1.121 1.470 0.350  0.16
C 1.177 -1.438 -1.203  0.01
C 0.479 -0.677 -0.151  0.05
C 0.053 1.605 0.132  0.64
H 1.851 -0.811 -1.803  0.00
H 0.467 -1.870 -1.929  0.00
H 1.645 -2.311 -0.722  0.00
H 0.280 -1.377 1.172  0.00


Relative to the most stable structure, the computed energies are run A 0.0; run B 129.4, all in kJ/mol.